CH5IN2S | ωB97M-V/def2-TZVPD

XYZ file:
```
10
Properties=species:S:1:pos:R:3:forces:R:3
C -1.359082 0.181929 0.832465 -0.423 0.398 0.303
N 2.056570 -0.700458 -0.445178 -0.186 -0.532 0.141
N -0.279584 -0.299471 0.031099 0.848 -5.830 -0.407
S 1.114191 0.483778 -0.256936 -0.432 -0.572 0.255
I 0.558063 1.527296 -2.556725 -0.017 0.201 -0.304
H -2.313571 -0.106673 0.382541 0.128 0.104 0.059
H -1.319557 -0.189756 1.861751 0.013 0.062 -0.077
H -1.306802 1.270646 0.854042 -0.138 0.059 0.049
H 3.008979 -0.457789 -0.659700 0.281 0.402 -0.103
H -0.159207 -1.709503 -0.043359 -0.074 5.707 0.084
```
Positions in Å, forces in eV/Å.

Values from the calculation:
* charge: 0
* orbital gap (alpha / beta): 8.170 / 8.170 eV
* energy relative to the best compared isomer or geometry (same formula, charge and spin): 44.8 kcal per mole
* molar mass: 204.036 g/mol
* E: -846.37476 Ha


C47H40Br2CaN7O2S3 | ωB97M-V/def2-TZVPD

XYZ file:
```
102
Properties=species:S:1:pos:R:3:forces:R:3
Ca 1.895752 1.851183 0.000360 0.533 -0.604 -0.448
C 0.087524 4.988641 -0.058864 0.220 -1.097 -0.749
C 1.556332 5.278849 -0.257798 -0.933 0.219 0.056
C 1.939861 6.630204 -0.315460 0.115 0.696 -0.128
C 3.264969 6.972059 -0.390730 -0.646 -0.237 0.047
C 4.216919 5.942280 -0.477194 0.195 -0.822 -0.134
C 5.619940 6.097606 -0.535121 -0.164 0.654 0.503
Br 6.419034 7.792801 -0.213704 -0.143 0.180 -0.240
C 6.445475 5.026408 -0.512335 -0.105 -0.717 -0.031
C 5.958529 3.710102 -0.471689 -0.359 0.511 0.078
Br 7.180251 2.321367 -0.244851 0.234 -0.428 -0.044
C 4.593840 3.456026 -0.392075 -0.112 -0.889 0.433
O 4.046842 2.305223 -0.158685 0.732 0.148 -0.529
C 3.735544 4.601963 -0.447037 -0.250 0.435 0.307
N 2.409795 4.294620 -0.287202 0.279 0.376 -0.661
H -0.498802 5.357145 -0.909817 0.086 0.210 0.243
H -0.206082 5.484667 0.850673 -0.506 0.073 0.344
H -0.123535 3.892814 -0.024164 0.237 0.827 0.239
H 1.156125 7.394324 -0.308947 0.354 -0.238 0.131
H 3.567215 8.003632 -0.356394 0.151 0.196 -0.138
H 7.497472 5.176326 -0.428288 0.577 0.080 -0.094
N -0.312488 1.518535 -0.637407 1.039 0.321 -0.187
S -1.497767 0.763035 -0.366447 -0.629 -0.135 -0.038
N -1.700076 -0.801059 -0.830583 -0.316 -0.047 -0.517
S -1.468245 -2.171392 -0.210625 1.069 1.150 0.208
N -0.107254 -2.453863 0.428778 -0.405 -0.046 0.194
S 1.327045 -1.924076 -0.197053 -0.118 -0.799 -0.782
N 1.849222 -0.607788 -0.014884 0.094 1.647 0.220
C 2.283033 -3.168552 0.572534 -0.252 -0.739 0.477
C 3.554580 -3.356955 0.092022 0.820 -0.292 0.266
C 4.430535 -4.212548 0.759820 -0.301 0.029 -0.418
C 3.978236 -4.895906 1.867575 0.281 -0.019 0.690
C 2.687833 -4.690943 2.363511 0.344 -0.410 -0.617
C 1.813593 -3.848682 1.702665 1.517 0.159 -0.300
C 1.178538 -2.457614 -1.909423 0.036 -1.466 -0.651
C 1.136416 -1.539757 -2.935420 -0.402 0.935 0.048
C 0.970453 -1.981612 -4.251135 0.182 -0.125 -0.109
C 0.950576 -3.334489 -4.551539 0.356 0.360 -0.433
C 1.056776 -4.272537 -3.536843 -0.548 -0.139 -0.044
C 1.100767 -3.835881 -2.233073 0.637 0.645 0.942
C -1.872110 -3.308979 -1.473886 -0.410 -0.476 -0.009
C -1.915891 -4.643261 -1.078527 0.438 -0.408 -0.438
C -2.131028 -5.620308 -2.040918 -0.202 0.286 0.494
C -2.371042 -5.245694 -3.351599 0.078 -0.820 -0.636
C -2.371017 -3.915261 -3.717487 -0.403 0.180 -0.622
C -2.143863 -2.922469 -2.770080 0.133 -0.216 -0.386
C -2.581268 -2.595015 1.051487 -0.888 0.022 0.396
C -2.177646 -2.676042 2.378595 0.010 -0.114 0.130
C -3.131372 -3.007209 3.343335 -0.051 0.109 -0.662
C -4.435314 -3.244243 2.940317 -0.148 0.438 0.244
C -4.841815 -3.087798 1.627764 -0.406 -0.101 -0.324
C -3.913688 -2.761318 0.659750 0.029 -0.196 -0.035
C -2.029558 0.778316 1.310658 0.315 -0.111 1.061
C -1.067941 0.829264 2.353748 -1.339 -0.587 -0.574
C -1.533399 0.704122 3.653746 -0.005 0.251 0.016
C -2.896963 0.583870 3.915803 0.362 -0.108 -0.680
C -3.828758 0.560932 2.890364 0.756 0.406 0.257
C -3.387189 0.695450 1.585472 0.050 -0.213 0.621
C -2.880717 1.430610 -1.221132 0.096 0.298 -0.432
C -3.112469 2.783348 -0.981834 -0.618 -0.335 -0.024
C -4.128477 3.406413 -1.686647 -0.228 0.461 -0.389
C -4.742975 2.731323 -2.747605 -0.564 0.402 -0.384
C -4.428773 1.404246 -3.031123 -1.039 0.575 -0.714
C -3.519801 0.747859 -2.239499 -0.043 0.215 0.067
H 3.908437 -2.833929 -0.773174 0.006 0.319 -0.372
H 5.438740 -4.365049 0.388457 -0.131 0.072 0.048
H 4.675959 -5.540365 2.406223 -0.331 0.046 -0.164
H 2.368550 -5.277375 3.202949 -0.177 0.038 0.405
H 0.859301 -3.639796 2.089933 -1.022 -0.006 0.280
H 1.166249 -0.469756 -2.693099 0.070 -0.420 -0.145
H 0.900415 -1.301963 -5.092431 0.048 0.267 0.288
H 0.932346 -3.619620 -5.605972 -0.163 -0.104 0.386
H 1.009470 -5.332063 -3.764093 0.164 0.071 0.087
H 1.188003 -4.538459 -1.415506 -0.130 -0.203 -0.017
H -1.699559 -4.947595 -0.063278 -0.046 0.150 0.103
H -2.144039 -6.657524 -1.743713 0.029 -0.100 -0.042
H -2.527404 -6.026502 -4.117518 0.023 0.553 0.503
H -2.588248 -3.679632 -4.769457 0.208 0.156 0.620
H -2.135819 -1.886089 -3.052592 0.093 0.206 0.008
H -1.134289 -2.492208 2.623148 -0.257 -0.026 0.026
H -2.903486 -3.054395 4.392076 0.324 -0.068 0.178
H -5.196235 -3.463430 3.664305 -0.102 -0.215 0.368
H -5.898257 -3.230891 1.376010 0.491 0.037 -0.010
H -4.217662 -2.704110 -0.386155 0.174 0.141 0.247
H -0.013758 0.884862 2.168176 0.284 0.128 -0.305
H -0.825297 0.735373 4.478172 -0.132 -0.027 -0.095
H -3.227788 0.503770 4.914768 -0.286 -0.070 1.007
H -4.876253 0.513372 3.115326 -0.329 -0.083 0.006
H -4.143385 0.749989 0.837970 -0.163 -0.112 -0.764
H -2.542967 3.313529 -0.235855 0.034 0.043 0.182
H -4.438036 4.435130 -1.440522 0.346 -0.572 -0.244
H -5.476514 3.257810 -3.392724 0.508 -0.386 0.653
H -4.949396 0.893469 -3.868144 0.553 0.355 0.680
H -3.299496 -0.262215 -2.471154 0.246 -0.712 0.161
N 2.615139 4.496296 3.071600 0.124 0.055 -0.116
C 2.192798 3.217032 3.088043 -0.130 -0.407 -0.786
N 2.110771 2.549575 4.262553 -0.207 -0.186 -0.295
O 1.824544 2.662100 2.031729 -0.151 0.230 1.446
H 3.129133 4.915120 3.823334 -0.025 -0.091 0.272
H 2.828008 4.856441 2.155020 -0.065 0.022 -0.127
H 2.604506 2.841836 5.073337 0.272 0.304 0.440
H 1.933802 1.562944 4.178439 0.030 0.032 -0.019
```
Positions in Å, forces in eV/Å.

Values from the calculation:
* charge: +1
* orbital gap: 6.426 eV
* energy relative to the best compared isomer or geometry (same formula, charge and spin): 0.0 kcal per mole
* molar mass: 1030.971 g/mol
* E: -9368.73347 Ha


C32H43ClN6O3SSiSm | ωB97M-V/def2-TZVPD

XYZ file:
```
88
Properties=species:S:1:pos:R:3:forces:R:3
Sm 2.363285 0.060164 0.033369 -1.049 -3.000 0.366
C 6.797785 1.317764 1.450669 0.113 0.506 0.428
N 6.527785 0.198864 0.586569 -0.666 -0.582 -0.445
C 7.259985 -0.138636 -0.523231 0.156 -0.299 -0.385
C 6.682385 -1.214636 -1.095031 0.276 0.176 -0.029
N 5.581085 -1.541536 -0.333431 0.367 0.933 0.493
C 5.478785 -0.645036 0.693769 0.201 -0.341 0.064
S 4.339785 -0.676336 1.938969 -0.545 -0.056 0.456
C 4.696385 -2.609036 -0.619531 -0.492 -0.564 0.003
C 5.148285 -3.919236 -0.528031 0.010 0.377 -0.073
C 4.281085 -4.938936 -0.884631 -0.240 0.271 -0.119
C 3.012985 -4.596936 -1.327931 0.211 -0.040 -0.031
C 2.645185 -3.261336 -1.359031 -0.132 -0.008 -0.016
N 3.459885 -2.269336 -0.989831 0.134 0.060 0.220
H 7.788885 1.213964 1.894169 -0.085 -0.025 -0.012
H 6.045485 1.346064 2.239669 0.118 -0.049 -0.128
H 6.757785 2.250364 0.884169 -0.020 -0.109 0.003
H 8.123585 0.416264 -0.818831 0.229 0.124 -0.079
H 6.936385 -1.761936 -1.978031 0.076 -0.091 -0.174
H 6.149485 -4.131036 -0.188031 0.106 0.067 0.044
H 4.594685 -5.970536 -0.829531 0.008 -0.052 0.017
H 2.319185 -5.355236 -1.649231 -0.139 -0.050 -0.004
H 1.657785 -2.958936 -1.685531 0.009 -0.082 0.123
C -2.278215 -3.076136 -2.092431 0.224 -0.147 0.604
Si -1.614015 -3.512036 -0.346331 -0.157 -0.062 -0.342
C -3.027715 -3.521436 0.920069 0.601 -0.060 -0.449
C -0.708515 -5.191236 -0.458531 -0.298 0.597 0.158
C -0.355815 -2.203836 0.081769 -0.879 -0.852 -0.207
C 0.479185 -1.346736 0.313269 -0.126 0.197 0.034
H -2.448715 -3.970636 -2.687331 -0.029 -0.155 -0.013
H -1.575315 -2.448336 -2.636131 0.128 0.048 -0.022
H -3.221515 -2.540336 -2.039131 -0.158 0.110 0.057
H -3.856315 -4.135236 0.580469 -0.112 -0.153 -0.157
H -3.405515 -2.517736 1.088669 -0.009 0.239 -0.005
H -2.695215 -3.912836 1.874469 0.104 -0.059 0.200
H -1.400115 -6.022636 -0.364831 -0.207 -0.111 -0.015
H 0.038785 -5.303936 0.319469 0.119 0.051 0.233
H -0.205715 -5.297736 -1.415331 0.057 0.062 -0.237
C -3.881015 1.398864 -2.383431 -0.081 0.121 0.215
C -4.085615 1.518264 -0.867531 -0.036 0.038 -0.071
C -3.248515 0.451464 -0.158831 -0.140 0.107 -0.077
C -5.567315 1.185264 -0.602531 0.247 0.150 0.010
C -3.771615 2.988264 -0.424531 0.045 -0.235 0.353
O -4.717215 3.834264 -1.082331 -0.066 0.190 -0.195
C -3.930015 3.292664 1.087469 0.151 0.021 -0.094
C -2.794715 3.058264 2.095869 -0.179 -0.019 -0.049
C -2.593515 1.652664 2.592069 0.146 0.057 0.175
C -3.637515 0.961564 3.204269 0.166 0.109 0.044
C -3.455615 -0.307436 3.721169 0.026 -0.045 -0.045
C -2.204415 -0.899236 3.634369 0.027 0.249 -0.172
Cl -1.952115 -2.469536 4.298369 0.058 -0.289 0.148
C -1.150115 -0.233736 3.032669 0.018 -0.125 0.101
C -1.350915 1.034464 2.516769 -0.089 0.053 0.160
C -2.467115 3.601064 -1.013831 -1.137 0.457 -0.280
N -1.179315 3.068264 -0.676231 0.723 -0.890 -0.136
C -0.539615 1.976264 -1.103231 0.240 -0.012 0.049
N 0.664685 1.912164 -0.547831 -0.021 -0.233 -0.005
C 0.712285 3.031464 0.224969 -0.150 0.029 -0.300
N -0.380715 3.739664 0.156069 0.364 0.803 0.549
H -4.387015 0.512364 -2.750731 -0.013 -0.205 -0.073
H -2.833115 1.314264 -2.648831 0.209 -0.029 -0.149
H -4.304615 2.260564 -2.888931 -0.052 0.088 -0.160
H -3.319115 -0.474036 -0.725231 0.018 -0.174 -0.073
H -3.617115 0.258264 0.842569 -0.017 -0.074 0.038
H -2.198915 0.706864 -0.071231 0.030 -0.116 0.061
H -5.709515 0.125264 -0.791731 -0.090 -0.145 -0.060
H -6.237315 1.731764 -1.265631 -0.041 0.002 -0.034
H -5.861215 1.363264 0.429269 -0.036 0.008 0.110
H -5.591615 3.661264 -0.714731 0.074 0.039 -0.011
H -4.827415 2.783664 1.438769 -0.096 0.039 0.040
H -4.148715 4.365764 1.113469 -0.012 -0.112 0.004
H -3.050815 3.667164 2.969069 0.092 0.048 -0.059
H -1.862815 3.450564 1.698469 -0.056 0.048 0.234
H -4.607615 1.429264 3.295969 -0.114 0.047 -0.001
H -4.272515 -0.832936 4.192269 -0.029 -0.049 0.059
H -0.178915 -0.703036 2.965769 -0.056 -0.085 0.014
H -0.502115 1.546564 2.074569 -0.138 0.083 -0.051
H -2.449115 4.641464 -0.682431 0.032 -0.122 -0.118
H -2.585515 3.597764 -2.098031 0.116 0.037 0.073
H -0.926815 1.263364 -1.804931 -0.141 -0.056 -0.022
H 1.570085 3.323964 0.806469 0.007 0.050 0.047
C 4.728185 3.364064 -1.889931 0.012 0.453 0.358
O 4.574485 1.977264 -2.193031 -0.400 -1.484 0.488
C 3.928185 1.179264 -1.330031 0.575 1.925 -0.937
O 3.525685 1.740564 -0.254531 1.907 2.506 -0.621
H 5.392985 3.773464 -2.648431 -0.073 -0.099 0.077
H 5.150785 3.496964 -0.889631 -0.035 0.029 -0.190
H 3.758285 3.866164 -1.932031 0.107 -0.061 0.013
```
Positions in Å, forces in eV/Å.

Values from the calculation:
* spin multiplicity: 6
* charge: +1
* orbital gap (alpha / beta): 8.057 / 8.143 eV
* energy relative to the best compared isomer or geometry (same formula, charge and spin): 0.0 kcal per mole
* molar mass: 805.701 g/mol
* E: -3605.09697 Ha


C6H13P | ωB97M-V/def2-TZVPD

XYZ file:
```
20
Properties=species:S:1:pos:R:3:forces:R:3
C -0.747377 -2.059400 -2.480057 0.570 0.613 0.058
C 0.495674 0.276432 1.932088 0.208 -0.141 -0.190
C 1.547458 1.346966 -0.091205 0.067 -0.228 0.004
C -2.125728 0.394001 -0.312076 2.767 -1.022 0.075
C 1.042805 0.047379 0.522105 0.016 0.179 0.160
C 0.067978 -0.681468 -0.343674 -2.834 0.998 0.334
P 0.069296 -0.644112 -2.128085 -0.369 -0.723 -0.398
H -0.935552 -2.339768 -3.500737 -0.061 0.011 -0.264
H -1.089078 -2.748139 -1.724547 -0.115 -0.145 0.150
H 0.109462 -0.649746 2.351793 -0.061 -0.073 0.083
H -0.307693 1.006302 1.907481 -0.117 0.103 -0.003
H 1.279690 0.649933 2.586562 0.074 0.050 0.102
H 0.761694 2.099194 -0.080177 -0.096 0.106 -0.042
H 1.856640 1.183902 -1.122694 0.086 0.142 -0.027
H 2.400228 1.722882 0.471086 0.026 0.094 0.024
H -2.222594 0.679358 0.716946 -0.131 0.121 0.282
H -2.708828 -0.443554 -0.641910 -0.074 -0.283 -0.113
H -1.998601 1.191033 -1.020298 -0.027 0.221 -0.170
H 1.898870 -0.640965 0.617293 -0.009 0.042 -0.036
H -0.325475 -1.591234 0.103280 0.081 -0.065 -0.028
```
Positions in Å, forces in eV/Å.

Values from the calculation:
* charge: 0
* orbital gap (alpha / beta): 7.816 / 7.838 eV
* energy relative to the best compared isomer or geometry (same formula, charge and spin): 72.0 kcal per mole
* molar mass: 116.144 g/mol
* E: -577.62105 Ha